No. 1
Entry from the OMol25 dataset: an isolated ion of composition C22H21F6OSi and charge +1 at a distorted geometry (ωB97M-V with the def2-TZVPD basis set).

The HOMO-LUMO gap is 6.6505 eV. The value obtained for the LUMO energy is -5.88 eV. The calculation puts the calculated total energy at -49377.96177 eV. The net charge is +1.

CARTESIAN COORDINATES (ANGSTROEM)
1 F -5.9181 3.7206 -1.4333
2 C -5.7955 2.5089 -2.0698
3 F -6.7792 1.6979 -1.5391
4 F -6.1179 2.6710 -3.4008
5 C -4.3884 1.9522 -1.9520
6 C -4.2084 0.6028 -2.1983
7 C -2.9616 0.0391 -1.9824
8 C -1.8926 0.7735 -1.4060
9 C -0.4880 0.1144 -0.9804
10 C 0.7974 0.6864 -1.6233
11 C 0.9284 1.9047 -2.3987
12 C 2.1967 2.4880 -2.5001
13 C 3.3388 1.8253 -2.0481
14 C 4.6756 2.5275 -2.0804
15 F 5.7067 1.8327 -1.5067
16 F 5.0720 2.7606 -3.3748
17 F 4.5873 3.7513 -1.4522
18 C 3.2671 0.4963 -1.6423
19 C 1.9867 -0.0310 -1.3966
20 C -2.0667 2.1628 -1.2649
21 C -3.3207 2.7627 -1.5741
22 H -4.9655 -0.0699 -2.5524
23 H -2.7265 -1.0228 -2.1787
24 H -0.5602 -0.9594 -1.2401
25 H 0.0997 2.4215 -2.9276
26 H 2.3448 3.5100 -2.8248
27 H 4.0997 -0.1625 -1.3869
28 H 1.8391 -1.0477 -1.0031
29 H -1.2452 2.7958 -0.8531
30 H -3.5025 3.8435 -1.5090
31 C 0.3845 -4.1886 3.8716
32 Si 1.3371 -2.7222 3.1107
33 C 2.0978 -1.7135 4.5351
34 C 2.6902 -3.3596 1.9134
35 C 0.1594 -1.6933 2.1014
36 C -1.2283 -1.6553 1.9714
37 C -1.5543 -0.6225 1.1434
38 C -0.3741 0.0846 0.6007
39 O 0.6912 -0.8303 1.1557
40 H 1.1185 -4.8325 4.3851
41 H -0.3508 -3.8345 4.6199
42 H -0.1415 -4.7967 3.1123
43 H 2.8832 -2.2986 5.0529
44 H 2.5473 -0.7848 4.1390
45 H 1.3090 -1.4470 5.2662
46 H 3.4659 -3.9507 2.4278
47 H 2.2741 -4.0073 1.1231
48 H 3.2057 -2.5179 1.4217
49 H -1.9111 -2.2346 2.5861
50 H -2.5448 -0.2925 0.8588
51 H -0.0621 1.1418 0.9037

Forces on the atoms, in the same order (eV/Å):
0.16 -1.29 -0.90
-1.20 0.67 -0.45
1.53 0.77 -0.58
0.24 0.04 1.50
-0.49 0.17 0.33
1.03 -0.60 0.06
1.74 -0.60 0.83
0.84 0.69 -0.11
-0.98 -0.45 -1.04
0.57 0.99 -0.93
-0.18 -0.47 0.74
0.06 -0.35 0.51
0.55 -0.79 0.10
1.05 0.75 -0.53
-1.36 0.63 -0.32
-0.43 -0.01 1.16
0.20 -1.30 -0.65
-1.13 -0.43 0.59
-0.63 0.03 0.03
-0.37 0.41 0.31
0.45 -0.34 0.25
-0.56 0.18 -0.10
-0.63 0.56 -0.01
0.04 0.40 -0.19
0.40 -0.48 0.95
-0.33 -0.08 -0.43
0.06 0.67 -0.25
0.53 0.51 -0.08
-0.79 -0.53 -0.50
0.33 -0.56 0.23
-0.24 0.54 -0.38
2.12 -2.14 1.50
-0.47 0.35 -0.45
-0.35 0.34 -0.16
0.75 2.74 -3.82
-1.11 0.61 0.53
-0.39 0.91 0.52
0.50 -0.67 -0.09
-0.43 -0.45 1.82
-0.27 0.26 -0.19
0.33 -0.25 -0.31
0.24 0.22 0.37
-0.46 0.20 -0.38
-0.11 -0.35 0.32
0.48 -0.08 -0.29
-0.42 0.26 0.08
0.06 0.26 0.27
-0.18 -0.24 0.14
0.07 -0.03 -0.40
-0.09 -0.16 0.17
-0.75 -1.48 0.23

=====

No. 2
Entry from the OMol25 dataset: one molecule with the formula C19H20N6O2 at a distorted geometry (ωB97M-V with the def2-TZVPD basis set).

The HOMO-LUMO gap is 7.5881 eV. As for the structure (SMILES): Cc1ccc2nc3c(cc(C(=O)NCCCn4ccnc4)n3C)c(=O)n2c1. The value obtained for the LUMO energy is 0.13 eV. The calculation puts the calculated total energy at -33064.91032 eV. The net charge is 0.

CARTESIAN COORDINATES (ANGSTROEM)
1 C 0.2270 -6.7316 2.1681
2 C -0.4075 -5.4711 1.6738
3 C 0.3292 -4.4336 1.2052
4 N -0.2237 -3.2709 0.7511
5 C -1.6013 -3.1003 0.7523
6 N -2.2021 -2.0142 0.3350
7 C -1.3948 -1.0386 -0.1058
8 N -1.8006 0.1560 -0.5738
9 C -0.6841 0.8898 -0.9353
10 C 0.4469 0.1380 -0.6861
11 C 0.0127 -1.0940 -0.1565
12 C 0.6973 -2.2616 0.2801
13 O 1.8876 -2.4921 0.2963
14 H 1.4740 0.4092 -0.8292
15 C -0.8133 2.2490 -1.4742
16 O -1.8752 2.8465 -1.5645
17 N 0.3526 2.8071 -1.8938
18 H 1.2225 2.3315 -1.7223
19 C 0.3762 4.1650 -2.3865
20 H -0.5117 4.2909 -3.0132
21 C 0.3186 5.2153 -1.2680
22 H 0.0585 6.1809 -1.7031
23 H -0.4772 4.9290 -0.5792
24 C 1.6404 5.3704 -0.5084
25 N 2.0731 4.1338 0.0805
26 C 3.0384 3.3065 -0.3856
27 N 3.1259 2.2074 0.3112
28 C 2.1764 2.3101 1.2769
29 C 1.5101 3.4946 1.1488
30 H 0.7099 3.9266 1.7133
31 H 2.0350 1.5266 1.9932
32 H 3.6610 3.5510 -1.2243
33 H 1.5202 6.1212 0.2797
34 H 2.4245 5.7086 -1.1922
35 H 1.2704 4.3001 -2.9984
36 C -3.1785 0.5485 -0.6743
37 H -3.3678 1.4355 -0.0697
38 H -3.4333 0.7847 -1.7076
39 H -3.7793 -0.2867 -0.3188
40 C -2.3897 -4.1801 1.2385
41 C -1.8215 -5.3266 1.6848
42 H -2.4301 -6.1392 2.0518
43 H -3.4563 -4.0281 1.2292
44 H 1.4093 -4.4482 1.1555
45 H 1.3078 -6.6835 2.0726
46 H -0.1390 -7.5857 1.5999
47 H -0.0260 -6.8949 3.2149

Forces on the atoms, in the same order (eV/Å):
-0.02 0.06 -0.02
0.35 0.36 -0.17
0.26 -0.88 0.35
-0.49 0.20 -0.05
-0.01 0.36 -0.15
-0.42 0.08 -0.01
0.83 -0.55 0.20
0.14 -0.08 0.05
0.58 -0.38 0.13
-0.30 0.27 -0.14
-0.58 -0.01 0.03
0.07 0.28 -0.14
0.06 0.04 0.00
0.20 0.16 -0.06
0.48 0.16 -0.20
-0.23 0.07 0.04
0.06 -0.16 -0.06
-0.06 -0.06 0.03
-0.35 0.24 0.17
0.21 0.02 -0.03
0.28 -0.16 -0.10
-0.04 0.06 0.02
-0.05 0.07 0.00
-0.50 0.46 -0.28
0.35 -0.22 0.23
0.10 0.15 -0.07
0.40 -0.44 -0.24
-0.19 0.17 0.09
-0.09 -0.10 0.20
-0.19 0.11 0.10
-0.12 -0.12 0.20
0.11 0.17 -0.21
0.14 -0.07 -0.10
-0.03 -0.01 0.12
-0.03 -0.02 -0.04
-0.65 0.20 -0.03
-0.03 -0.10 -0.06
-0.02 -0.03 0.10
0.03 0.05 -0.03
0.03 -0.56 0.23
-0.15 0.45 -0.17
-0.13 -0.07 0.03
-0.08 0.04 -0.01
-0.06 0.02 -0.01
0.08 -0.06 0.02
0.03 -0.10 -0.01
0.04 -0.07 0.08

=====

No. 3
Entry from the OMol25 dataset: a 3-piece molecular cluster, C23H51ClFN2O7 overall at a distorted geometry (ωB97M-V with the def2-TZVPD basis set).

The HOMO-LUMO gap is 6.4833 eV. The value obtained for the LUMO energy is -4.12 eV. The calculation puts the calculated total energy at -57217.70387 eV. The net charge is +1.

CARTESIAN COORDINATES (ANGSTROEM)
1 C 2.9902 0.1692 4.1503
2 C 2.4599 -1.2475 3.5940
3 O 2.3855 -2.1824 4.3974
4 N 2.1550 -1.3218 2.1748
5 C 1.1081 -0.3479 1.7533
6 C 1.9121 -2.7099 1.7039
7 C 0.4026 -3.2044 1.7451
8 C -0.2708 -3.1742 3.1820
9 C -1.7832 -3.6415 3.2253
10 N -2.7776 -2.6759 2.6374
11 C -4.1475 -3.1162 3.1681
12 Cl -2.9238 -2.8291 0.8943
13 C -2.6043 -1.2487 3.0690
14 C -3.6984 -0.2363 2.4824
15 C -2.9085 0.8246 1.5758
16 F -2.4841 0.2244 0.3419
17 H 3.9219 0.3971 3.5315
18 H 2.2717 1.0161 3.9543
19 H 3.3258 0.1008 5.2234
20 H 0.4334 -0.1715 2.6432
21 H 1.6453 0.6419 1.5603
22 H 0.5751 -0.5996 0.7965
23 H 2.2275 -2.7377 0.6064
24 H 2.6350 -3.4001 2.2398
25 H 0.4182 -4.3012 1.4219
26 H -0.1631 -2.6579 0.9380
27 H -0.0972 -2.1544 3.6585
28 H 0.3063 -3.8993 3.8454
29 H -2.0742 -3.9715 4.2761
30 H -1.8525 -4.5897 2.5943
31 H -4.2283 -2.8316 4.2536
32 H -4.9938 -2.7490 2.5237
33 H -4.1306 -4.2492 3.1214
34 H -1.5965 -0.8054 2.8401
35 H -2.7010 -1.2466 4.2035
36 H -4.5001 -0.7269 1.8645
37 H -4.1654 0.3701 3.3258
38 H -1.9406 1.1515 2.0832
39 H -3.4959 1.7652 1.3838
40 C -5.4615 1.8211 -1.9792
41 O -4.7686 0.9798 -2.8789
42 C -4.3500 -0.2372 -2.2754
43 C -4.2805 -1.3534 -3.3088
44 O -5.5564 -1.8777 -3.6699
45 C -6.3783 -1.0406 -4.4862
46 C -5.8853 -0.9142 -5.9178
47 O -4.7901 -0.0079 -5.9928
48 C -3.9316 -0.2836 -7.0841
49 H -4.7928 2.1601 -1.1801
50 H -5.8200 2.6881 -2.5327
51 H -6.3264 1.3023 -1.5529
52 H -5.0346 -0.5300 -1.4705
53 H -3.3536 -0.0678 -1.8514
54 H -3.7422 -2.1928 -2.8569
55 H -3.7129 -1.0558 -4.1906
56 H -6.5323 -0.0663 -4.0226
57 H -7.3534 -1.5351 -4.5127
58 H -6.6860 -0.5147 -6.5519
59 H -5.5941 -1.9021 -6.2940
60 H -3.5494 -1.3078 -7.0238
61 H -3.0858 0.4021 -7.0296
62 H -4.4548 -0.1300 -8.0317
63 C 7.6585 5.5694 -1.0657
64 O 7.3135 4.1972 -1.0845
65 C 8.2449 3.3911 -0.3726
66 C 7.5605 2.1568 0.1973
67 O 6.7774 2.4245 1.3615
68 C 5.5541 3.1280 1.1544
69 C 4.4812 2.2951 0.4721
70 O 4.7312 2.2049 -0.9249
71 C 4.1903 1.0306 -1.4975
72 H 8.5939 5.7363 -1.6091
73 H 6.8602 6.1267 -1.5549
74 H 7.7509 5.9307 -0.0366
75 H 8.7088 3.9572 0.4420
76 H 9.0238 3.0831 -1.0810
77 H 8.3409 1.4661 0.5284
78 H 6.9764 1.6308 -0.5579
79 H 5.7245 4.0725 0.6375
80 H 5.1938 3.3776 2.1571
81 H 3.5013 2.7740 0.6007
82 H 4.4456 1.2958 0.9249
83 H 4.5906 0.1406 -1.0005
84 H 4.4853 0.9998 -2.5463
85 H 3.0976 1.0412 -1.4339

Forces on the atoms, in the same order (eV/Å):
0.54 -0.52 -1.43
0.25 0.72 1.57
0.17 1.20 -2.16
-0.70 -1.08 1.44
1.17 1.74 0.37
0.22 -0.47 -0.81
0.35 -0.99 0.04
0.44 0.27 0.10
2.28 -1.63 -0.20
-1.75 0.12 0.91
-0.62 -1.51 0.29
0.49 0.03 0.13
-0.35 2.01 0.87
1.15 0.93 -0.55
0.42 -0.13 0.40
-0.69 0.64 1.49
-1.15 -0.17 0.72
0.67 -0.94 0.39
-0.79 -0.11 -1.20
0.14 -0.09 -1.26
-0.88 -1.14 0.20
0.56 -0.09 1.19
-0.46 0.05 1.35
-1.14 0.83 -0.44
-0.03 1.38 0.26
0.39 -0.45 1.07
-0.48 -1.37 -0.45
-0.80 0.93 -0.81
0.05 1.05 -1.30
-0.11 1.27 0.75
0.07 -0.06 -1.25
1.12 -0.14 0.85
-0.17 1.38 -0.07
-0.92 -1.13 -0.08
0.23 -0.34 -1.41
0.81 0.54 0.70
0.51 -0.98 -1.03
-1.27 -0.46 -0.47
0.37 -1.20 -0.16
0.21 -0.08 -0.25
-0.35 -0.12 0.19
0.30 0.24 -0.56
-0.24 -0.11 0.17
0.17 0.22 0.05
-0.11 -0.25 -0.16
0.12 0.49 0.08
0.20 -0.29 0.11
-0.14 0.18 0.19
-0.08 0.05 0.13
0.10 -0.04 -0.02
-0.01 0.01 0.12
-0.08 -0.03 0.00
0.00 -0.20 0.11
-0.09 -0.02 0.04
-0.05 0.26 0.03
0.18 0.10 -0.13
0.11 -0.08 0.00
-0.16 -0.20 0.02
-0.02 -0.01 0.05
-0.03 -0.06 -0.12
-0.11 0.03 0.02
0.07 -0.10 -0.11
-0.05 -0.23 -0.14
-0.08 0.15 0.34
-0.33 -0.17 -0.38
0.25 0.09 0.16
-0.19 0.06 -0.22
0.04 -0.19 0.26
0.08 0.31 -0.44
0.08 -0.35 0.12
0.16 0.33 0.02
0.05 0.13 0.08
0.02 -0.10 -0.05
0.11 0.05 0.01
-0.02 -0.01 0.03
0.16 -0.09 0.17
-0.02 0.10 0.09
-0.05 0.21 -0.13
-0.08 -0.10 -0.23
0.04 -0.10 0.00
-0.06 0.01 0.23
0.08 -0.01 0.02
-0.10 -0.08 0.04
-0.04 0.09 0.06
-0.10 -0.15 0.00